Computed, not measured: 4 unconnected molecules or ions with the total composition C25H39BrCl2NO10PS4 at a distorted geometry, with wB97M-V/def2-TZVPD.

The frontier orbital gap comes out at 7.552 eV. Its structure (SMILES) is Cc1cc(P(O)Cl)c2c(c1Br)N(C[C@@H](C)Cl)c1ccccc1S2.CCOS(C)(=O)=O.CCOS(C)(=O)=O.CCOS(C)(=O)=O. Its energy is -7211.36482 a.u.

Each line ends with the Mulliken charge.
Element x y z (Å)
C: -7.22145 -2.89884 3.71337  -1.274
C: -5.94723 -2.42687 2.85811  0.835
C: -5.61327 -0.91335 2.83811  -0.847
C: -4.38581 -0.46602 1.95275  0.165
P: -4.06397 1.42190 1.93062  0.332
O: -5.65185 2.04044 1.58925  -0.537
Cl: -3.39041 2.05083 3.83446  -0.262
C: -3.53251 -1.47779 1.13843  0.691
C: -3.84885 -2.99197 1.15616  -0.110
C: -5.07647 -3.43409 2.04012  -0.423
Br: -5.64540 -5.35111 2.18520  -0.135
N: -3.16762 -4.06451 0.41467  0.394
C: -3.98171 -4.37336 -0.80296  -1.046
C: -4.15764 -3.15293 -1.83120  0.643
C: -4.31373 -3.79882 -3.32688  -1.014
Cl: -5.73897 -2.20122 -1.56245  -0.204
C: -1.75607 -3.78231 0.11098  -0.268
C: -0.81995 -5.03577 -0.07974  -0.510
C: 0.68170 -4.94226 -0.44932  -0.574
C: 1.32525 -3.54538 -0.66268  -0.354
C: 0.43420 -2.28543 -0.45296  -0.151
C: -1.08620 -2.40327 -0.08478  0.573
S: -2.09804 -0.84245 0.11887  -0.178
H: -7.87345 -3.65196 3.12464  0.343
H: -6.91903 -3.39727 4.69455  0.290
H: -7.89488 -2.00760 3.97636  0.323
H: -6.25539 -0.15259 3.41139  0.183
H: -5.65646 3.01920 1.67323  0.325
H: -5.04552 -4.74427 -0.53694  0.257
H: -3.47416 -5.27780 -1.31326  0.455
H: -3.24479 -2.47325 -1.87628  0.119
H: -3.67315 -3.14539 -4.02298  0.278
H: -5.42193 -3.72043 -3.63185  0.314
H: -4.03077 -4.90510 -3.35164  0.281
H: -1.26035 -6.09179 0.05902  0.335
H: 1.25221 -5.93358 -0.59020  0.284
H: 2.42834 -3.50857 -0.96340  0.303
H: 0.86205 -1.23833 -0.60394  0.194
C: 6.24081 -0.01423 -0.15502  -1.245
C: 5.10000 0.86898 -0.62635  0.288
O: 4.75109 0.60756 -1.98759  -0.299
S: 3.96108 -0.76218 -2.32362  1.091
C: 3.56120 -0.39091 -4.00852  -0.906
O: 2.74275 -0.79670 -1.55455  -0.441
O: 4.89815 -1.85437 -2.31875  -0.628
H: 5.94838 -1.06612 -0.14216  0.299
H: 6.54935 0.25779 0.85661  0.421
H: 7.09817 0.07485 -0.82657  0.300
H: 4.22346 0.75955 0.01924  -0.194
H: 5.41257 1.91464 -0.57052  0.342
H: 2.87920 0.45860 -4.03640  0.196
H: 3.08212 -1.27334 -4.43456  0.396
H: 4.48156 -0.17230 -4.54902  0.361
C: 3.25848 3.99827 5.45243  -0.977
C: 2.70811 2.59006 5.58921  -0.359
O: 2.04828 2.15775 4.39749  -0.193
S: 2.95531 1.78403 3.10962  1.172
C: 1.66948 1.06937 2.12175  -0.444
O: 3.88424 0.75003 3.47825  -0.657
O: 3.38111 3.00328 2.47238  -0.624
H: 4.04710 4.04383 4.69878  0.304
H: 3.68177 4.34308 6.39841  0.385
H: 2.47209 4.68953 5.13981  0.250
H: 3.49574 1.88341 5.86665  0.323
H: 1.96411 2.57350 6.38973  0.265
H: 1.30727 0.16391 2.60661  0.375
H: 2.09791 0.82978 1.14725  -0.220
H: 0.86801 1.79860 2.00432  0.389
C: 1.32693 5.92813 -5.08277  -0.985
C: 1.67123 6.05175 -3.60939  -0.325
O: 1.28020 4.89183 -2.87157  -0.249
S: 2.14240 3.53453 -3.06033  1.200
C: 1.40820 2.60892 -1.74042  -0.535
O: 3.51493 3.80475 -2.72852  -0.659
O: 1.76348 2.91357 -4.30385  -0.641
H: 1.89630 5.12608 -5.55660  0.300
H: 1.55349 6.85551 -5.61337  0.388
H: 0.26775 5.69245 -5.21147  0.254
H: 2.73744 6.25172 -3.46838  0.308
H: 1.12594 6.89862 -3.18499  0.273
H: 1.65269 3.08489 -0.79143  0.349
H: 1.82357 1.60005 -1.77497  -0.118
H: 0.32984 2.57029 -1.89367  0.439